Run i
The following is a DFT calculation (wB97M-V/def2-TZVPD) of the molecule CH3BO4.

Each line ends with the natural charge from an NBO analysis.
Cartesian coordinates (Å):
O 2.22 -1.46 -1.26  -0.54
C 1.17 -1.05 -0.90  0.66
O 1.03 -0.04 -0.05  -0.69
B -0.18 0.47 0.39  1.26
O -0.08 1.50 1.25  -0.88
O -1.33 -0.09 -0.05  -0.91
H 0.20 -1.48 -1.24  0.11
H -0.88 1.89 1.59  0.49
H -2.16 0.27 0.26  0.50

Results
Total charge: 0
Spin multiplicity: 1
Frontier orbital gap (eV): 10.57
LUMO energy (eV): -0.1
Highest occupied orbital energy (hartree): -0.3915
Structure (SMILES): O=COB(O)O

***

Run ii
The following is a DFT calculation (wB97M-V/def2-TZVPD) of a cluster of 2 separate species, CH3BO4 in total.

Each line ends with the natural charge from an NBO analysis.
Cartesian coordinates (Å):
O 2.06 0.76 0.08  -0.87
B 1.70 -0.40 -0.01  1.24
O 1.44 -1.64 -0.46  -0.92
H 0.92 -2.31 0.05  0.54
O -1.68 -0.82 0.21  -0.55
C -1.37 0.32 0.20  0.66
O -1.10 1.20 -0.80  -0.67
H -1.21 0.93 1.16  0.07
H -0.76 1.96 -0.43  0.49

Results
Total charge: 0
Spin multiplicity: 1
Frontier orbital gap (eV): 11.31
LUMO energy (eV): 0.1
Highest occupied orbital energy (hartree): -0.4107
Structure (SMILES): O=BO.O=CO

***

Result of the stability comparison: run ii is the least stable of them.

***

Run i
The following is a DFT calculation (wB97M-V/def2-TZVPD) of the molecule C5H3NOS.

Each line ends with the natural charge from an NBO analysis.
Cartesian coordinates (Å):
C -1.33 -0.98 0.07  -0.37
C -1.48 0.36 0.15  -0.37
C 0.01 -1.20 -0.22  0.34
C 0.90 -0.20 -0.25  -0.38
C 2.49 -0.09 -0.04  0.57
N 3.15 1.08 0.05  -0.75
O 2.95 -1.23 0.12  -0.56
S 0.00 1.23 -0.05  0.63
H -2.01 -1.91 0.12  0.27
H -2.23 1.01 0.53  0.24
H 4.21 0.97 -0.07  0.37

Results
Total charge: 0
Spin multiplicity: 1
Frontier orbital gap (spin up / spin down) (eV): 4.98 / 4.61
LUMO energy (spin up / spin down) (eV): -3.8 / -3.7
Highest occupied orbital energy (spin up / spin down) (hartree): -0.3222 / -0.3048

***

Run ii
The following is a DFT calculation (wB97M-V/def2-TZVPD) of the molecule C5H3NOS.

Each line ends with the natural charge from an NBO analysis.
Cartesian coordinates (Å):
C -2.68 0.72 -0.01  0.15
C -0.56 -0.83 0.23  -0.31
C 0.79 -0.62 0.24  -0.39
C -0.02 2.00 0.40  -0.42
C -1.46 0.14 0.22  0.04
N -3.54 1.46 -0.21  -0.24
O 2.68 1.23 0.01  -0.90
S 1.31 0.97 -0.31  1.36
H -0.85 -1.81 0.36  0.24
H 1.52 -1.46 0.50  0.26
H -0.56 2.75 -0.35  0.21

Results
Total charge: 0
Spin multiplicity: 1
Frontier orbital gap (spin up / spin down) (eV): 7.40 / 7.20
LUMO energy (spin up / spin down) (eV): -1.9 / -2.2
Highest occupied orbital energy (spin up / spin down) (hartree): -0.3412 / -0.3443

***

Result of the stability comparison: run ii is the least stable of them.

***

Run i
The following is a DFT calculation (wB97M-V/def2-TZVPD) of the molecule C18H16N2O2.

Each line ends with the natural charge from an NBO analysis.
Cartesian coordinates (Å):
O 0.47 -4.91 -4.32  -0.29
N 0.37 -5.48 -3.24  0.14
C 1.35 -5.07 -2.23  -0.32
C 0.87 -3.82 -1.49  -0.40
C 0.79 -2.50 -2.26  -0.45
C 0.51 -1.33 -1.30  0.52
N 1.17 -0.21 -1.31  -0.46
C 0.59 0.64 -0.40  0.06
C 0.88 2.04 -0.33  -0.07
C 0.18 2.85 -1.11  -0.17
C 0.37 4.21 -0.97  -0.20
C 1.30 4.70 -0.14  -0.21
C 2.03 3.89 0.69  -0.20
C 1.73 2.51 0.64  -0.19
C -0.31 -0.05 0.30  0.24
C -1.17 0.26 1.50  -0.02
C -2.20 -0.60 1.96  -0.21
C -3.08 -0.25 2.98  -0.21
C -2.95 1.04 3.57  -0.22
C -2.06 1.91 3.05  -0.20
C -1.16 1.48 2.01  -0.22
O -0.43 -1.35 -0.25  -0.44
H 1.38 -5.86 -1.44  0.22
H 2.34 -5.04 -2.75  0.22
H -0.08 -4.00 -0.98  0.23
H 1.61 -3.69 -0.67  0.22
H 0.00 -2.60 -2.99  0.23
H 1.62 -2.32 -2.85  0.24
H -0.50 2.35 -1.71  0.22
H -0.19 4.91 -1.52  0.21
H 1.46 5.81 -0.09  0.21
H 2.61 4.45 1.48  0.22
H 2.39 1.98 1.29  0.22
H -2.28 -1.65 1.61  0.22
H -3.78 -0.93 3.47  0.22
H -3.59 1.46 4.38  0.22
H -1.79 2.92 3.57  0.22
H -0.46 2.25 1.85  0.22

Results
Total charge: 0
Spin multiplicity: 1
Frontier orbital gap (eV): 8.22
LUMO energy (eV): -0.3
Highest occupied orbital energy (hartree): -0.3120
Structure (SMILES): O=NCCCc1nc(-c2ccccc2)c(-c2ccccc2)o1

***

Run ii
The following is a DFT calculation (wB97M-V/def2-TZVPD) of the molecule C18H16N2O2.

Each line ends with the natural charge from an NBO analysis.
Cartesian coordinates (Å):
C 2.82 -3.47 0.48  -0.39
N 2.18 -2.15 0.47  -0.42
C 2.86 -1.11 -0.07  0.08
C 2.34 0.14 -0.13  -0.37
C 1.00 0.41 0.32  0.64
O 0.49 1.53 0.26  -0.59
N 0.28 -0.72 0.82  -0.46
C -1.07 -0.48 1.45  -0.07
C -1.20 0.87 2.17  -0.02
C -1.02 0.91 3.56  -0.21
C -1.02 2.13 4.26  -0.23
C -1.33 3.32 3.62  -0.21
C -1.71 3.26 2.28  -0.22
C -1.65 2.05 1.58  -0.16
C -2.27 -0.86 0.55  -0.03
C -2.50 -2.23 0.39  -0.20
C -3.47 -2.74 -0.48  -0.22
C -4.29 -1.87 -1.20  -0.21
C -4.22 -0.52 -0.90  -0.22
C -3.29 -0.03 0.04  -0.19
C 0.87 -2.02 0.94  0.81
O 0.28 -2.98 1.45  -0.63
H 3.80 -3.31 0.03  0.20
H 2.93 -3.82 1.52  0.22
H 2.23 -4.16 -0.14  0.22
H 3.86 -1.37 -0.43  0.21
H 2.90 0.97 -0.53  0.25
H -1.11 -1.21 2.25  0.24
H -0.93 -0.01 4.13  0.21
H -0.72 2.15 5.31  0.21
H -1.28 4.28 4.13  0.21
H -2.00 4.16 1.74  0.21
H -2.03 2.05 0.56  0.22
H -1.95 -2.93 1.02  0.24
H -3.56 -3.81 -0.63  0.21
H -4.95 -2.23 -1.99  0.21
H -4.89 0.19 -1.40  0.22
H -3.49 0.96 0.44  0.22

Results
Total charge: 0
Spin multiplicity: 1
Frontier orbital gap (eV): 9.21
LUMO energy (eV): 0.6
Highest occupied orbital energy (hartree): -0.3167
Structure (SMILES): Cn1ccc(=O)n(C(c2ccccc2)c2ccccc2)c1=O

***

Result of the stability comparison: run i is the least stable of them.

***

Run i
The following is a DFT calculation (wB97M-V/def2-TZVPD) of the molecule C6H7NS.

Each line ends with the natural charge from an NBO analysis.
Cartesian coordinates (Å):
C 0.45 1.52 -0.59  -0.32
C -0.27 0.47 -0.15  -0.08
C 0.23 -0.90 -0.41  -0.13
C 1.44 -1.37 -0.16  -0.32
C 2.59 -0.56 0.19  0.25
N 3.40 0.19 0.53  -0.30
C -1.59 0.65 0.55  -0.54
S -2.91 -0.48 0.01  -0.02
H 1.37 1.40 -1.17  0.22
H 0.08 2.52 -0.36  0.20
H -0.61 -1.53 -0.60  0.22
H 1.66 -2.44 -0.45  0.25
H -1.48 0.53 1.63  0.23
H -2.02 1.64 0.43  0.24
H -2.35 -1.64 0.53  0.12

Results
Total charge: 0
Spin multiplicity: 1
Frontier orbital gap (eV): 9.53
LUMO energy (eV): 0.0
Highest occupied orbital energy (hartree): -0.3500
Structure (SMILES): C=C(/C=C\C#N)CS

***

Run ii
The following is a DFT calculation (wB97M-V/def2-TZVPD) of a structure of composition C6H7NS.

Each line ends with the natural charge from an NBO analysis.
Cartesian coordinates (Å):
C -0.52 1.58 0.16  -0.54
C -0.10 0.17 -0.13  -0.36
C 1.19 0.07 -1.17  -0.55
C 0.56 -0.40 1.20  0.14
C -1.17 -0.85 -0.28  -0.07
C -1.82 -1.98 -0.30  -0.24
H 0.17 2.02 1.79  0.20
H -0.22 2.62 -0.93  0.27
H -2.05 1.23 0.17  0.25
H 0.82 -0.47 -1.97  0.23
H 1.62 1.04 -1.51  0.23
H -0.18 -0.46 1.98  0.21
H -2.54 -3.01 0.08  0.31
N 1.77 -0.76 1.17  -0.57
S 2.48 -0.82 -0.26  0.48

Results
Total charge: 0
Spin multiplicity: 1
Frontier orbital gap (eV): 8.06
LUMO energy (eV): -0.4
Highest occupied orbital energy (hartree): -0.3128

***

Result of the stability comparison: run ii is the least stable of them.

***

Run i
The following is a DFT calculation (wB97M-V/def2-TZVPD) of a cluster of 2 separate species, C6H7NS in total.

Each line ends with the natural charge from an NBO analysis.
Cartesian coordinates (Å):
C 1.64 0.54 -0.23  -0.70
C 0.51 -0.63 0.03  0.30
C -0.74 -0.12 -0.14  -0.34
C -1.96 -0.92 -0.15  -0.25
C -0.86 1.32 -0.10  0.01
C -0.71 2.51 0.47  -0.25
H 1.27 1.50 -0.90  0.27
H 2.69 0.30 -0.40  0.23
H 1.82 1.10 0.76  0.25
H 0.09 -2.73 0.51  0.38
H 1.73 -2.22 -0.80  0.30
H -1.93 -1.99 -0.09  0.20
H -0.90 3.60 0.44  0.25
N 0.81 -1.98 0.56  -0.69
S -3.47 -0.26 0.05  0.03

Results
Total charge: 0
Spin multiplicity: 1
Frontier orbital gap (eV): 7.21
LUMO energy (eV): -1.2
Highest occupied orbital energy (hartree): -0.3105

***

Run ii
The following is a DFT calculation (wB97M-V/def2-TZVPD) of the molecule C6H7NS.

Each line ends with the natural charge from an NBO analysis.
Cartesian coordinates (Å):
C -2.63 -1.10 -0.12  -0.14
C -0.61 -0.24 -0.22  0.01
C -1.37 0.90 -0.01  -0.28
C 0.73 1.56 -0.37  -0.17
C 0.82 -0.01 -0.36  -0.31
C 1.71 -0.57 0.68  -0.61
N -1.37 -1.41 -0.26  -0.41
S -3.02 0.55 0.24  0.41
H -3.35 -1.78 -0.02  0.20
H 0.88 1.89 -1.41  0.19
H 1.16 2.39 0.34  0.23
H 1.13 -0.10 -1.50  0.22
H 1.44 -0.19 1.66  0.22
H 2.84 -0.19 0.58  0.21
H 1.66 -1.70 0.78  0.24

Results
Total charge: 0
Spin multiplicity: 1
Frontier orbital gap (spin up / spin down) (eV): 8.43 / 8.43
LUMO energy (spin up / spin down) (eV): -0.4 / -0.4
Highest occupied orbital energy (spin up / spin down) (hartree): -0.3229 / -0.3229

***

Run iii
The following is a DFT calculation (wB97M-V/def2-TZVPD) of the molecule C6H7NS.

Each line ends with the natural charge from an NBO analysis.
Cartesian coordinates (Å):
C 1.33 -2.03 0.37  -0.41
N 0.94 -0.77 -0.18  -0.42
C 0.08 -0.38 -1.41  -0.18
C -0.61 0.68 -0.54  -0.16
C -1.40 1.81 -0.17  -0.24
C -1.20 2.17 1.16  -0.44
S -0.11 1.08 2.00  0.43
C 0.13 0.25 0.55  -0.05
H 0.70 -2.58 1.01  0.18
H 1.43 -2.73 -0.50  0.21
H 2.31 -1.88 0.93  0.20
H -0.57 -1.30 -1.89  0.20
H 0.66 0.04 -2.23  0.21
H -2.12 2.51 -0.64  0.23
H -1.58 3.11 1.55  0.24

Results
Total charge: 0
Spin multiplicity: 1
Frontier orbital gap (eV): 8.58
LUMO energy (eV): 0.9
Highest occupied orbital energy (hartree): -0.2827
Structure (SMILES): CN1Cc2ccsc21

***

Run iv
The following is a DFT calculation (wB97M-V/def2-TZVPD) of the molecule C6H7NS.

Each line ends with the natural charge from an NBO analysis.
Cartesian coordinates (Å):
C -2.36 -0.13 0.20  0.09
C 0.13 -2.07 -0.29  -0.45
C -1.22 -0.12 0.94  0.02
C 1.36 0.02 0.85  -0.54
C -0.08 0.63 0.52  -0.37
C 0.08 1.23 -0.87  -0.66
N -3.31 -0.47 -0.40  -0.26
S 1.61 -1.41 -0.28  0.49
H -0.01 -3.00 -0.85  0.20
H 2.28 0.74 0.62  0.24
H 1.39 -0.57 1.85  0.26
H -0.09 1.44 1.30  0.30
H -0.91 1.61 -1.10  0.24
H 0.04 0.39 -1.57  0.22
H 1.08 1.73 -0.92  0.22

Results
Total charge: 0
Spin multiplicity: 1
Frontier orbital gap (spin up / spin down) (eV): 7.41 / 7.40
LUMO energy (spin up / spin down) (eV): -1.0 / -1.0
Highest occupied orbital energy (spin up / spin down) (hartree): -0.3075 / -0.3075

***

Result of the stability comparison: run i is the least stable of them.